P | Density functional theory data (ωB97M-V/def2-TZVPD) for C4H6N2O as an isolated structure.

## Properties
**LUMO**: 0.44 eV
**HOMO-LUMO gap**: 8.146 eV

CARTESIAN COORDINATES (ANGSTROEM)
N (1.985, 0.210, -0.449)
C (0.581, 0.068, -0.350)
C (-0.144, -0.051, -1.630)
N (-1.412, -0.107, -1.693)
C (-0.950, -0.550, 1.700)
O (-1.647, 0.299, 2.487)
C (-0.102, -0.035, 0.788)
H (2.249, 0.914, -1.130)
H (2.416, 0.439, 0.438)
H (0.518, -0.089, -2.508)
H (-1.712, -0.211, -2.663)
H (-2.127, -0.249, 3.120)
H (0.343, -0.639, 1.889)

***

Q | Density functional theory data (ωB97M-V/def2-TZVPD) for one molecule with the formula C4H6N2O.

## Properties
**LUMO (spin up / spin down)**: 0.21 / 0.21 eV
**HOMO-LUMO gap (spin up / spin down)**: 7.152 / 7.153 eV
**SMILES**: Nc1ccc(O)[nH]1

CARTESIAN COORDINATES (ANGSTROEM)
N (-1.952, -0.177, -0.220)
C (-0.702, 0.018, 0.260)
C (0.090, 1.235, 0.198)
C (1.368, 0.844, 0.478)
C (1.445, -0.617, 0.568)
O (1.501, -1.072, -0.829)
N (0.011, -0.914, 0.852)
H (-2.219, 0.439, -0.972)
H (-2.206, -1.142, -0.378)
H (-0.312, 2.216, -0.019)
H (2.244, 1.487, 0.516)
H (1.141, -0.369, -1.406)
H (-0.244, -1.892, 0.858)

***

It is Q that is most stable; the runner-up trails by 29.4 kcal/mol.

***

P | Density functional theory data (ωB97M-V/def2-TZVPD) for one molecule with the formula C4H6N2O.

## Properties
**LUMO**: 0.96 eV
**HOMO-LUMO gap**: 9.045 eV
**SMILES**: COc1c[nH]cn1

CARTESIAN COORDINATES (ANGSTROEM)
C (-2.292, -0.140, -0.374)
O (-1.380, 0.025, 0.696)
C (-0.081, 0.015, 0.350)
C (0.954, 0.247, 1.207)
N (2.075, 0.102, 0.425)
C (1.674, -0.152, -0.846)
N (0.364, -0.242, -0.917)
H (-2.165, 0.644, -1.129)
H (-3.284, -0.072, 0.074)
H (-2.164, -1.114, -0.858)
H (1.027, 0.435, 2.268)
H (2.906, 0.534, 0.777)
H (2.367, -0.282, -1.671)

***

Q | Density functional theory data (ωB97M-V/def2-TZVPD) for C4H6N2O as an isolated structure.

## Properties
**LUMO (spin up / spin down)**: -0.22 / -0.22 eV
**HOMO-LUMO gap (spin up / spin down)**: 7.734 / 7.733 eV

CARTESIAN COORDINATES (ANGSTROEM)
N (-1.813, 0.477, 0.356)
C (-0.481, 0.361, 0.424)
C (0.010, -0.968, 0.214)
O (-0.750, -1.933, -0.063)
N (1.359, -0.843, -0.092)
C (1.730, 0.477, 0.043)
C (0.636, 1.257, 0.269)
H (-2.168, -0.411, -0.556)
H (-2.085, 1.415, 0.051)
H (-1.832, -1.293, -0.853)
H (1.983, -1.625, -0.208)
H (2.775, 0.758, 0.008)
H (0.635, 2.329, 0.408)

***

R | Density functional theory data (ωB97M-V/def2-TZVPD) for C4H6N2O as an isolated structure.

## Properties
**LUMO**: 0.87 eV
**HOMO-LUMO gap**: 9.480 eV

CARTESIAN COORDINATES (ANGSTROEM)
N (-0.929, -1.513, -1.321)
C (-0.515, -0.430, -0.586)
C (0.885, 0.101, -0.612)
O (1.837, -0.587, -0.288)
N (0.815, 1.460, -0.233)
C (0.109, 1.058, 1.017)
C (-1.013, 0.199, 0.490)
H (-0.171, -2.054, -1.714)
H (-1.624, -2.087, -0.863)
H (0.938, 0.271, 1.357)
H (1.759, 1.729, 0.037)
H (-0.189, 1.901, 1.659)
H (-1.903, -0.046, 1.058)

***

S | Density functional theory data (ωB97M-V/def2-TZVPD) for C4H6N2O as an isolated structure.

## Properties
**LUMO**: 0.36 eV
**HOMO-LUMO gap**: 8.982 eV

CARTESIAN COORDINATES (ANGSTROEM)
N (0.319, 1.242, -1.426)
C (-0.142, 0.511, -0.325)
C (-0.698, -0.841, -0.436)
C (-0.219, -1.576, 0.561)
C (0.679, -0.697, 1.249)
O (0.675, -0.477, 2.466)
N (0.912, 0.482, 0.607)
H (-0.170, 2.044, -1.784)
H (0.238, 0.599, -2.208)
H (-1.416, -1.135, -1.188)
H (-0.480, -2.568, 0.875)
H (-1.023, 1.119, 0.588)
H (1.325, 1.298, 1.021)

***

It is P that is most stable; the runner-up trails by 33.2 kcal/mol.

***

P | Density functional theory data (ωB97M-V/def2-TZVPD) for a 2-piece molecular cluster, C4H6N2O overall.

## Properties
**LUMO**: 0.20 eV
**HOMO-LUMO gap**: 9.291 eV

CARTESIAN COORDINATES (ANGSTROEM)
C (1.361, 0.995, -0.600)
O (1.113, 0.056, -1.663)
C (0.673, -1.126, -1.295)
N (0.584, -1.636, -0.186)
N (0.088, -2.251, 0.782)
C (-2.033, 0.069, 0.852)
C (-2.460, 1.171, 0.619)
H (1.711, 1.910, -1.080)
H (0.435, 1.176, -0.047)
H (2.133, 0.595, 0.066)
H (0.814, -2.856, 1.180)
H (-1.631, -0.908, 1.059)
H (-2.858, 2.140, 0.412)

***

Q | Density functional theory data (ωB97M-V/def2-TZVPD) for one molecule with the formula C4H6N2O.

## Properties
**LUMO**: 0.86 eV
**HOMO-LUMO gap**: 9.519 eV
**SMILES**: Cc1cc(O)n[nH]1

CARTESIAN COORDINATES (ANGSTROEM)
C (1.763, 0.836, -0.438)
C (0.439, 0.244, -0.126)
C (-0.849, 0.717, -0.315)
C (-1.645, -0.342, 0.178)
O (-2.905, -0.602, 0.556)
N (-0.910, -1.376, 0.546)
N (0.360, -0.979, 0.444)
H (2.212, 0.329, -1.298)
H (2.441, 0.735, 0.416)
H (1.653, 1.894, -0.676)
H (-1.119, 1.689, -0.708)
H (-2.494, -1.438, 1.016)
H (1.054, -1.706, 0.407)

***

It is Q that is most stable; the runner-up trails by 109.7 kcal/mol.

***

P | Density functional theory data (ωB97M-V/def2-TZVPD) for one molecule with the formula C4H6N2O.

## Properties
**LUMO**: 0.87 eV
**HOMO-LUMO gap**: 9.071 eV
**SMILES**: COc1cnc[nH]1

CARTESIAN COORDINATES (ANGSTROEM)
C (-2.211, -0.004, -0.125)
O (-1.111, -0.726, 0.409)
C (0.106, -0.192, 0.172)
C (0.571, 0.874, -0.559)
N (1.950, 0.861, -0.579)
C (2.307, -0.155, 0.148)
N (1.232, -0.837, 0.649)
H (-2.245, 1.012, 0.286)
H (-3.108, -0.550, 0.176)
H (-2.176, 0.055, -1.222)
H (0.054, 1.703, -1.024)
H (3.327, -0.441, 0.362)
H (1.304, -1.600, 1.306)

***

Q | Density functional theory data (ωB97M-V/def2-TZVPD) for one molecule with the formula C4H6N2O.

## Properties
**LUMO**: 0.84 eV
**HOMO-LUMO gap**: 9.792 eV

CARTESIAN COORDINATES (ANGSTROEM)
C (-1.753, -0.167, 0.253)
C (-0.604, 0.981, -1.219)
C (-0.763, -0.471, -0.941)
N (0.510, -1.016, -0.485)
C (1.213, 0.024, -0.311)
N (2.489, 0.170, 0.121)
O (0.590, 1.236, -0.664)
H (-2.765, 0.008, -0.121)
H (-1.713, -1.044, 0.891)
H (-1.474, 0.712, 0.854)
H (-1.272, -1.119, -1.658)
H (2.744, 1.056, 0.528)
H (2.925, -0.654, 0.502)

***

It is P that is most stable; the runner-up trails by 43.4 kcal/mol.

***

P | Density functional theory data (ωB97M-V/def2-TZVPD) for one molecule with the formula C4H6N2O.

## Properties
**LUMO**: 0.82 eV
**HOMO-LUMO gap**: 9.949 eV
**SMILES**: CN=C=CC(N)=O

CARTESIAN COORDINATES (ANGSTROEM)
C (-2.815, 0.298, -0.333)
C (-0.631, -0.366, 0.204)
N (-1.784, -0.668, 0.004)
O (1.637, -0.993, -1.371)
C (1.748, -0.409, -0.306)
N (2.964, -0.093, 0.240)
C (0.604, -0.058, 0.555)
H (-3.505, -0.124, -1.064)
H (-3.365, 0.470, 0.597)
H (-2.400, 1.248, -0.690)
H (3.038, 0.619, 0.947)
H (3.772, -0.264, -0.337)
H (0.737, 0.341, 1.556)

***

Q | Density functional theory data (ωB97M-V/def2-TZVPD) for one molecule with the formula C4H6N2O.

## Properties
**LUMO**: 1.06 eV
**HOMO-LUMO gap**: 9.958 eV
**SMILES**: COc1cc[nH]n1

CARTESIAN COORDINATES (ANGSTROEM)
C (0.075, -2.166, -0.825)
O (0.452, -1.442, 0.334)
C (0.085, -0.145, 0.361)
N (-1.104, 0.278, -0.027)
N (-1.033, 1.615, 0.130)
C (0.160, 2.032, 0.611)
C (0.931, 0.906, 0.778)
H (0.806, -2.971, -0.916)
H (-0.933, -2.584, -0.743)
H (0.116, -1.524, -1.710)
H (-1.840, 2.175, -0.092)
H (0.380, 3.080, 0.765)
H (1.951, 0.818, 1.117)

***

R | Density functional theory data (ωB97M-V/def2-TZVPD) for one molecule with the formula C4H6N2O.

## Properties
**LUMO**: 0.69 eV
**HOMO-LUMO gap**: 8.858 eV
**SMILES**: Cc1ncc(O)[nH]1

CARTESIAN COORDINATES (ANGSTROEM)
C (2.186, -0.236, 0.112)
C (0.729, -0.144, -0.179)
N (0.118, -0.625, -1.230)
C (-1.229, -0.337, -1.066)
C (-1.400, 0.290, 0.123)
O (-2.442, 0.678, 0.903)
N (-0.196, 0.396, 0.737)
H (2.706, -0.473, -0.809)
H (2.400, -1.028, 0.831)
H (2.600, 0.693, 0.508)
H (-1.963, -0.621, -1.796)
H (-3.183, 0.193, 0.537)
H (-0.326, 1.214, 1.329)

***

It is R that is most stable; the runner-up trails by 7.5 kcal/mol.

***

P | Density functional theory data (ωB97M-V/def2-TZVPD) for one molecule with the formula C5H13NS.

## Properties
**LUMO**: 0.82 eV
**HOMO-LUMO gap**: 9.296 eV
**SMILES**: CNCCCCS

CARTESIAN COORDINATES (ANGSTROEM)
C (-0.820, 1.285, -0.050)
C (0.322, 1.305, -1.079)
C (1.647, 0.590, -0.651)
S (1.941, 0.174, 1.121)
C (-1.270, -0.099, 0.429)
N (-1.825, -0.888, -0.677)
C (-2.007, -2.294, -0.285)
H (-1.669, 1.746, -0.558)
H (-0.625, 1.991, 0.760)
H (0.643, 2.327, -1.284)
H (-0.155, 0.784, -1.910)
H (1.575, -0.392, -1.113)
H (2.554, 1.087, -0.975)
H (2.362, 1.427, 1.415)
H (-0.528, -0.691, 0.967)
H (-2.041, 0.053, 1.195)
H (-1.273, -0.795, -1.518)
H (-1.059, -2.811, -0.136)
H (-2.509, -2.764, -1.133)
H (-2.558, -2.299, 0.651)

***

Q | Density functional theory data (ωB97M-V/def2-TZVPD) for one molecule with the formula C5H13NS.

## Properties
**LUMO**: 1.05 eV
**HOMO-LUMO gap**: 9.406 eV
**SMILES**: CCCNCCS

CARTESIAN COORDINATES (ANGSTROEM)
C (1.210, 0.696, -0.367)
N (-0.006, 0.131, -0.957)
C (-0.725, -0.945, -0.291)
C (-1.762, -1.511, -1.266)
S (-1.159, -2.850, -2.354)
C (0.894, 1.826, 0.640)
C (0.922, 1.259, 2.082)
H (1.756, -0.163, 0.026)
H (1.850, 0.996, -1.211)
H (-0.604, 0.858, -1.320)
H (-1.086, -0.602, 0.697)
H (0.003, -1.720, -0.041)
H (-2.643, -1.840, -0.707)
H (-2.136, -0.644, -1.814)
H (-0.960, -3.773, -1.386)
H (-0.080, 2.260, 0.424)
H (1.592, 2.659, 0.583)
H (0.189, 0.496, 2.332)
H (1.886, 0.756, 2.167)
H (0.859, 2.112, 2.763)

***

R | Density functional theory data (ωB97M-V/def2-TZVPD) for one molecule with the formula C5H13NS.

## Properties
**LUMO**: 0.79 eV
**HOMO-LUMO gap**: 9.743 eV
**SMILES**: CNCCCCS

CARTESIAN COORDINATES (ANGSTROEM)
C (-0.425, -1.375, -0.450)
C (0.182, -1.370, 1.022)
C (1.583, -0.757, 1.274)
S (2.478, 0.005, -0.109)
C (-0.603, 0.062, -1.020)
N (-0.918, 1.050, 0.046)
C (-1.452, 2.314, -0.549)
H (-1.424, -1.760, -0.312)
H (0.205, -2.089, -0.986)
H (0.254, -2.393, 1.415)
H (-0.633, -0.856, 1.539)
H (1.429, 0.204, 1.809)
H (2.130, -1.477, 1.892)
H (3.127, -1.089, -0.554)
H (0.232, 0.258, -1.681)
H (-1.568, 0.116, -1.538)
H (-0.015, 1.366, 0.403)
H (-0.604, 2.959, -0.839)
H (-2.139, 2.745, 0.197)
H (-1.839, 2.088, -1.559)

***

S | Density functional theory data (ωB97M-V/def2-TZVPD) for a 2-piece molecular cluster, C5H13NS overall.

## Properties
**LUMO**: 0.79 eV
**HOMO-LUMO gap**: 8.165 eV
**SMILES**: C/C=C/N.CCS

CARTESIAN COORDINATES (ANGSTROEM)
C (-1.750, 1.504, -2.787)
C (-1.067, 0.979, -1.494)
C (-1.438, 1.500, -0.273)
N (-0.813, 1.266, 0.947)
H (-2.388, 2.369, -2.547)
H (-0.950, 1.823, -3.456)
H (-2.329, 0.680, -3.278)
H (-0.270, 0.209, -1.484)
H (-2.304, 2.163, -0.240)
H (-1.008, 1.816, 1.724)
H (0.156, 0.887, 0.924)
C (1.221, -2.411, 2.073)
C (1.602, -1.628, 0.823)
S (2.123, 0.049, 1.255)
H (0.263, -2.094, 2.443)
H (1.919, -2.245, 2.874)
H (1.122, -3.460, 1.833)
H (2.346, -2.134, 0.323)
H (0.715, -1.588, 0.148)
H (2.850, 0.314, 0.192)

***

It is Q that is most stable; the runner-up trails by 2.2 kcal/mol.